# 1
23
Properties=species:S:1:pos:R:3:forces:R:3 method="wB97M-V/def2-TZVPD" max_force_ev_per_a=4.6 orbital_gap_ev="8.2 / 8.2"
C 1.761453 -1.104091 0.720580 -2.28 0.02 -0.10
C 0.614180 3.081560 -1.586680 0.11 0.05 0.19
C 0.976913 -1.475894 -0.329585 0.80 0.88 1.49
C -0.049398 2.496935 -0.628759 0.70 -1.21 0.68
C -0.945495 -0.286559 -1.436896 0.24 1.53 -3.68
C -0.494649 -1.261967 -0.501320 -1.18 -4.00 2.03
C -1.082488 0.056195 0.010197 0.23 -1.00 -0.18
N -2.331582 0.058319 0.620042 -1.06 -0.27 0.62
O -1.060138 -1.887670 2.326141 0.84 -1.29 -0.38
O 0.505537 1.581749 1.872126 -0.08 -0.87 -0.06
P 0.196576 1.208095 0.470882 -0.59 2.95 -0.07
H 2.817992 -1.091288 0.661141 0.89 -0.36 -0.25
H 1.377441 -0.724647 1.697519 0.11 -0.43 -0.95
H 0.276218 3.972956 -2.055960 -0.40 0.60 -0.48
H 1.575586 2.710059 -1.880281 0.46 -0.04 -0.27
H 1.481707 -1.810764 -1.204774 0.34 -0.37 -0.69
H -0.882087 -1.116167 1.791374 -0.14 0.37 0.41
H -0.140614 0.226935 -2.056781 -1.20 -0.50 0.86
H -1.874771 -0.485392 -2.007767 0.65 0.28 0.60
H -1.209409 -2.248257 -0.387979 1.96 2.57 -0.07
H -1.749796 -1.719363 2.945716 -0.57 0.60 0.63
H -2.873057 0.915058 0.617196 0.10 -0.58 0.11
H -2.650737 -0.795629 1.090744 0.07 1.08 -0.43

# 2
24
Properties=species:S:1:pos:R:3:forces:R:3 method="wB97M-V/def2-TZVPD" max_force_ev_per_a=6.7 orbital_gap_ev=10.1 smiles="CCO[P@@]1(=O)SCC[C@@]1(C)C#N"
C -0.354406 3.148847 1.615213 2.06 0.35 -1.07
C 0.338621 2.531453 0.396210 -0.99 -1.28 2.02
O -0.124161 1.137484 0.475778 0.75 -0.14 -0.42
P 0.872825 -0.046131 0.120024 -1.75 -0.98 -0.67
O 2.251414 0.334345 -0.081301 1.52 0.26 -0.40
S 0.356637 -1.286792 1.669245 1.74 -0.80 0.32
C -1.113220 -1.719560 0.774998 -0.28 -0.17 -0.33
C -0.859485 -2.151770 -0.701424 5.50 0.26 3.75
C -0.084748 -1.072851 -1.450464 0.33 1.88 3.38
C 0.857728 -1.421258 -2.509908 1.95 -0.69 -1.65
C -0.948955 -0.015065 -1.849483 -3.25 0.91 -1.68
N -1.838870 0.620368 -2.254788 1.64 -0.46 0.75
H -1.373164 3.164961 1.517571 -2.63 0.08 -0.23
H -0.090129 2.632257 2.530523 0.23 -0.36 -0.11
H 0.025144 4.142869 1.701740 0.04 0.96 0.22
H 1.374677 2.655913 0.614054 1.02 -0.58 -0.32
H 0.135148 2.729446 -0.624612 -0.54 1.48 -0.64
H -1.656501 -0.820238 0.910680 -1.43 0.58 -0.43
H -1.521659 -2.494426 1.399779 -0.61 -0.45 -0.20
H -0.068444 -2.964927 -0.487223 -1.44 0.58 -1.02
H -1.706487 -2.455919 -1.128112 -3.23 -1.40 -1.96
H 1.178117 -0.523475 -3.092509 -0.09 -0.74 0.59
H 0.468069 -2.145791 -3.231741 -0.49 0.22 0.00
H 1.741220 -1.953175 -2.125740 -0.07 0.47 0.11